No. 1
Entry from the Open Molecules 2025 dataset: a 2-piece molecular cluster, C5H10NO overall in a non-equilibrium geometry (the ωB97M-V functional and the def2-TZVPD basis).

Calculated values
* HOMO energy (alpha / beta): -0.5121 / -0.5121 Eh
* frontier orbital gap (alpha / beta): 9.20 / 9.20 eV
* molar mass: 100.14 g mol⁻¹
* LUMO (alpha / beta): -4.73 / -4.73 eV
* multiplicity: 1
* ΔE to the lowest compared entry with this formula, charge and spin: 464.5 kJ/mol
* DFT total energy: -8873.76650 eV
* charge: +1

```
17
Properties=species:S:1:pos:R:3:lowdin_charge:R:1
C 0.468 1.346 0.181 0.068
C -2.049 -0.242 0.870 -0.068
C -2.143 0.030 -0.642 -0.076
C -0.879 -0.650 -0.118 -0.292
C 2.283 -0.825 -0.372 0.051
N 0.232 0.171 -0.190 -0.011
O 2.992 0.054 0.248 0.062
H 1.523 1.731 0.071 0.112
H -0.299 1.961 0.442 0.069
H -2.018 0.644 1.545 0.108
H -2.658 -1.051 1.370 0.122
H -2.873 -0.502 -1.311 0.125
H -1.929 1.120 -0.869 0.121
H -0.570 -1.693 -0.056 0.140
H 2.364 -1.159 -1.449 0.149
H 1.954 -1.618 0.438 0.165
H 3.600 0.681 -0.155 0.157
```

No. 2
Entry from the Open Molecules 2025 dataset: a 2-piece molecular cluster, C5H10NO overall in a non-equilibrium geometry (the ωB97M-V functional and the def2-TZVPD basis).

Calculated values
* HOMO energy: -0.4936 Eh
* frontier orbital gap: 8.86 eV
* molar mass: 100.14 g mol⁻¹
* LUMO: -4.57 eV
* multiplicity: 1
* ΔE to the lowest compared entry with this formula, charge and spin: 376.4 kJ/mol
* DFT total energy: -8874.67934 eV
* charge: +1

```
17
Properties=species:S:1:pos:R:3:lowdin_charge:R:1
C 3.297 -0.688 0.304 0.037
C 2.309 -0.048 -0.204 -0.092
C -2.252 -0.128 0.882 -0.004
C -1.610 0.362 -0.363 -0.057
C 1.546 0.941 -0.625 -0.257
N -0.983 -0.443 -1.200 0.227
O 0.467 1.511 0.005 -0.079
H 4.053 -0.106 0.828 0.089
H -3.140 -0.667 0.824 0.085
H -1.665 -0.793 1.455 0.087
H -2.465 0.750 1.547 0.123
H 3.228 -1.814 0.292 0.097
H -1.805 1.364 -0.675 0.141
H 1.880 1.384 -1.662 0.163
H -0.615 -1.369 -1.160 0.151
H -0.515 0.152 -1.853 0.116
H 0.898 2.341 0.399 0.173
```

No. 3
Entry from the Open Molecules 2025 dataset: an isolated ion of composition C5H10NO and charge +1 in a non-equilibrium geometry (the ωB97M-V functional and the def2-TZVPD basis).

Calculated values
* HOMO energy: -0.5236 Eh
* frontier orbital gap: 10.47 eV
* molar mass: 100.14 g mol⁻¹
* LUMO: -3.78 eV
* multiplicity: 1
* ΔE to the lowest compared entry with this formula, charge and spin: 184.6 kJ/mol
* DFT total energy: -8876.66702 eV
* SMILES string: C=CC[C@@H]([NH3+])C=O
* charge: +1

```
17
Properties=species:S:1:pos:R:3:lowdin_charge:R:1
C -1.528 -0.479 -1.581 0.043
C -0.228 -0.688 -1.444 -0.186
C 0.732 0.352 -0.910 -0.142
C 0.850 0.269 0.625 -0.219
N -0.147 1.215 1.285 0.241
C 0.515 -1.111 1.223 -0.188
O -0.002 -1.170 2.302 0.111
H -2.020 0.418 -1.221 0.069
H -2.156 -1.269 -1.956 0.073
H 0.204 -1.634 -1.755 0.113
H 0.439 1.334 -1.283 0.124
H 1.739 0.215 -1.307 0.127
H 1.875 0.393 0.988 0.167
H -0.202 2.101 0.784 0.177
H -1.002 0.660 1.366 0.163
H 0.119 1.360 2.267 0.180
H 0.813 -1.970 0.615 0.146
```

Question: Which value of DFT total energy does entry 3 give?
Answer: -8876.66702 eV